Computed, not measured: an isolated molecule of C18H19N3O3, with ωB97M-V/def2-TZVPD.

Last column: Mulliken charge in e.
Atoms and positions in Å:
C  6.74140  2.05536  -0.82249  -0.8310
O  6.04083  1.72179  0.34991  -0.4613
C  4.91292  0.96015  0.23492  0.8146
C  4.24887  0.66819  1.42488  -0.7991
C  3.10076  -0.09470  1.42370  -0.0939
C  2.57863  -0.58906  0.22841  0.3553
N  1.40486  -1.35741  0.23659  0.1685
C  0.46800  -1.25184  1.33470  -1.3109
C  -0.84272  -1.87095  0.82168  -0.2119
N  -1.82602  -0.86414  0.46420  -0.1909
C  -1.55259  0.17846  -0.38131  0.1917
O  -0.44689  0.48823  -0.76403  -0.6573
N  -2.65313  0.90273  -0.79271  -0.0642
C  -3.98770  0.86496  -0.38768  0.3322
C  -4.36350  0.59187  0.92690  -0.0963
C  -5.70204  0.57926  1.27679  -0.5832
C  -6.68013  0.85010  0.33587  -0.4768
C  -6.30991  1.15332  -0.96430  -0.5333
C  -4.97695  1.16277  -1.32510  -0.5432
C  -0.38606  -2.72912  -0.36132  -0.9866
C  0.97606  -2.17022  -0.76194  0.5540
O  1.56617  -2.46729  -1.77429  -0.6773
C  3.24117  -0.29440  -0.95747  -0.9073
C  4.39485  0.46791  -0.95696  -0.4242
H  7.11110  1.16320  -1.33870  0.3310
H  6.12136  2.64085  -1.50931  0.3360
H  7.58780  2.65952  -0.49875  0.2338
H  4.65444  1.05238  2.34761  0.4085
H  2.61942  -0.30498  2.36567  0.3944
H  0.32908  -0.20532  1.61361  0.4930
H  0.83141  -1.81362  2.20376  0.4799
H  -1.31209  -2.47450  1.60348  0.5763
H  -2.78396  -1.18068  0.47408  0.4608
H  -2.43574  1.53824  -1.54830  0.2735
H  -3.60919  0.42711  1.68093  0.4616
H  -5.97923  0.36808  2.29899  0.3694
H  -7.72214  0.83881  0.61590  0.3845
H  -7.06397  1.38196  -1.70251  0.3616
H  -4.68901  1.40160  -2.33870  0.3682
H  -1.06946  -2.68278  -1.20843  0.3582
H  -0.26281  -3.77559  -0.07888  0.3579
H  2.85061  -0.66456  -1.88934  0.4179
H  4.87549  0.67432  -1.90003  0.3657

Cartesian forces (eV/Å) of the 3 atoms listed first:
0.10 0.04 -0.16
-0.20 -0.11 0.23
-0.11 -0.07 0.12

Summary:
Energy: -29588.2704 eV
Gap between HOMO and LUMO: 0.302 Ha
2S+1: 1
LUMO: 0.586 eV
SMILES: COc1ccc(N2C[C@@H](NC(=O)Nc3ccccc3)CC2=O)cc1
HOMO level: -7.6 eV